The following is a quantum chemistry calculation of a structure of composition C4H9NO at a distorted geometry, from the OMol25 dataset.

Results
Relative energy (zero: lowest compared OMol25 entry of this formula, charge and spin) (kJ/mol): 467.37
Total energy (Ha): -287.65444
LUMO energy (eV): 1.11
Charge: 0

Atoms and positions in Å:
C 1.730 1.236 0.023
C 1.784 -0.294 -0.239
C 0.561 -1.140 0.316
C -2.487 0.516 -0.092
H 0.756 1.605 -0.436
H 1.754 1.590 1.078
H 2.549 1.729 -0.410
H 1.763 -0.350 -1.387
H 2.727 -0.738 0.159
H 0.483 -1.050 1.314
H 0.677 -2.189 0.032
H -2.931 1.537 0.161
H -3.310 -0.521 -0.631
N -1.206 0.449 0.235
O -0.694 -0.833 -0.197

natural (NBO) atomic charge list, values in e, 5 entries:
1 C -0.62
2 C -0.42
3 C -0.06
4 C -0.13
5 H 0.22